A | {"formula": "C7H9NO", "method": "ωB97M-V/def2-TZVPD", "smiles": "Cc1ccon1.C#CC", "charge": 0, "homo_lumo_gap_ha": 0.397, "e_homo_ev": -9.83, "lumo_energy_ev": 0.97, "elements": ["C", "C", "C", "C", "O", "N", "H", "H", "H", "H", "H", "C", "C", "C", "H", "H", "H", "H"], "positions_angstrom": [[-0.0964, -1.5718, 0.8737], [-1.1153, -0.6484, 0.3183], [-1.7326, -0.7071, -0.9614], [-2.5944, 0.3458, -0.9539], [-2.5020, 0.9904, 0.2129], [-1.5848, 0.3685, 0.9920], [0.3142, -2.1984, 0.0873], [-0.5509, -2.2032, 1.6350], [0.7087, -1.0085, 1.3356], [-1.5470, -1.4205, -1.7362], [-3.2995, 0.7246, -1.6667], [2.9140, -0.2670, -0.5653], [2.2664, 0.6668, -0.1906], [1.4889, 1.7846, 0.2941], [3.4748, -1.0739, -0.9301], [0.4923, 1.7653, -0.1448], [1.9794, 2.7181, 0.0227], [1.3843, 1.7348, 1.3772]]}


B | {"formula": "C7H9NO", "method": "ωB97M-V/def2-TZVPD", "charge": 0, "homo_lumo_gap_ha": 0.370, "e_homo_ev": -9.17, "lumo_energy_ev": 0.89, "elements": ["C", "C", "C", "C", "C", "C", "C", "H", "H", "H", "H", "H", "H", "H", "H", "H", "N", "O"], "positions_angstrom": [[1.0751, -1.8807, -0.8545], [-0.1327, -1.0258, -1.0127], [-1.0096, -0.5354, 0.0994], [-0.2315, 0.2123, 1.2532], [1.0685, 0.6952, 0.6797], [-0.6875, 1.6486, 0.7361], [-0.4325, 0.4437, -1.0184], [1.8273, -1.7579, -1.6823], [-0.6319, -1.5049, -1.8416], [-2.0755, -0.8200, 0.2280], [-0.3136, -0.1558, 2.3058], [1.6185, -0.1117, 0.1336], [1.7092, 1.2783, 1.3161], [-0.3244, 2.3394, 1.5017], [-1.7018, 1.7131, 0.3953], [-1.2223, 0.7307, -1.7958], [0.3057, 1.4861, -0.4036], [1.1591, -2.7552, -0.0397]]}


Unit: kJ/mol. Relative energies: A 0.0; B 93.6.


A | {"formula": "C4H10S2", "method": "ωB97M-V/def2-TZVPD", "smiles": "CCCSSC", "charge": 0, "homo_lumo_gap_ha": 0.345, "e_homo_ev": -8.53, "lumo_energy_ev": 0.86, "elements": ["C", "C", "C", "S", "S", "C", "H", "H", "H", "H", "H", "H", "H", "H", "H", "H"], "positions_angstrom": [[0.8789, 2.5063, -1.2634], [0.7123, 0.9561, -1.0784], [0.2265, 0.6028, 0.3270], [-1.3704, -0.2624, 0.4002], [-1.0025, -2.1878, -0.0790], [-1.2338, -3.0698, 1.5140], [0.3604, 2.7925, -2.1746], [0.5337, 3.0207, -0.3708], [1.9299, 2.7815, -1.3253], [0.0252, 0.5962, -1.8426], [1.7108, 0.5722, -1.2708], [0.9462, -0.0387, 0.8312], [0.1248, 1.4632, 0.9923], [-1.8477, -2.4230, 2.1343], [-1.7285, -4.0040, 1.2601], [-0.2658, -3.3059, 1.9459]]}


B | {"formula": "C4H10S2", "method": "ωB97M-V/def2-TZVPD", "smiles": "CC(C)(C)SS", "charge": 0, "homo_lumo_gap_ha": 0.349, "e_homo_ev": -8.86, "lumo_energy_ev": 0.65, "elements": ["C", "C", "C", "C", "S", "S", "H", "H", "H", "H", "H", "H", "H", "H", "H", "H"], "positions_angstrom": [[-0.4908, -0.4054, -1.2447], [0.2142, -0.5957, 0.0942], [-0.4037, -1.7467, 0.7883], [0.0927, 1.0079, 1.0756], [2.0227, -0.9052, 0.1297], [2.9118, 0.8752, -0.1895], [-0.2357, 0.5362, -1.6592], [-0.0812, -1.1486, -1.9292], [-1.6614, -0.3991, -1.2519], [-0.0005, -1.7240, 1.7380], [-0.2186, -2.7329, 0.2590], [-1.4490, -1.6599, 0.6671], [0.7937, 1.0990, 1.8603], [0.1128, 1.8830, 0.3744], [-0.9338, 0.9262, 1.5744], [3.2581, 0.7329, -1.4385]]}


C | {"formula": "C4H10S2", "method": "ωB97M-V/def2-TZVPD", "smiles": "CSC[C@H](C)S", "charge": 0, "homo_lumo_gap_ha": 0.340, "e_homo_ev": -8.47, "lumo_energy_ev": 0.78, "elements": ["C", "S", "C", "C", "C", "S", "H", "H", "H", "H", "H", "H", "H", "H", "H", "H"], "positions_angstrom": [[-2.1816, -0.2632, 0.8372], [-1.8104, -0.7758, -0.8574], [-0.3513, 0.2131, -1.1121], [0.7613, -0.0607, -0.0656], [1.9114, 0.8891, -0.1010], [1.2526, -1.8919, -0.2713], [-2.8944, -1.0371, 1.1984], [-1.2819, -0.3134, 1.4941], [-2.5804, 0.7436, 0.7271], [0.1268, 0.1252, -2.1321], [-0.4977, 1.2769, -1.0474], [0.3248, -0.0831, 0.9152], [2.2635, 1.3222, -1.0884], [2.8512, 0.4487, 0.3629], [1.5781, 1.8372, 0.4165], [0.5279, -2.4308, 0.7240]]}


D | {"formula": "C4H10S2", "method": "ωB97M-V/def2-TZVPD", "smiles": "C=CC.CSS", "charge": 0, "homo_lumo_gap_ha": 0.358, "e_homo_ev": -9.06, "lumo_energy_ev": 0.68, "elements": ["C", "C", "C", "H", "H", "H", "H", "H", "H", "C", "S", "S", "H", "H", "H", "H"], "positions_angstrom": [[0.4932, -0.2630, 2.0169], [0.3754, -1.5158, 1.5764], [-0.8331, -1.9771, 0.8132], [1.4139, 0.0329, 2.5035], [-0.3060, 0.4579, 1.9219], [1.1798, -2.2033, 1.7977], [-1.3971, -2.7624, 1.3197], [-1.4948, -1.1304, 0.6391], [-0.5605, -2.3739, -0.1670], [0.6500, 2.1668, -1.0846], [0.1840, 0.4758, -1.5191], [-0.3332, 0.6081, -3.5067], [0.6818, 2.7968, -1.9691], [1.6397, 2.1355, -0.6342], [-0.0559, 2.6136, -0.3868], [-1.6371, 0.9383, -3.3209]]}


Unit: kJ/mol. Relative energies: A 0.0; B 109.7; C 48.7; D 54.9.


A | {"formula": "C18H28N2O4S", "method": "ωB97M-V/def2-TZVPD", "charge": 0, "homo_lumo_gap_ha": 0.305, "e_homo_ev": -8.93, "lumo_energy_ev": -0.63, "elements": ["C", "C", "C", "C", "C", "C", "C", "C", "C", "O", "O", "C", "C", "C", "O", "C", "C", "N", "S", "N", "C", "H", "H", "H", "H", "H", "H", "H", "H", "H", "H", "H", "H", "H", "H", "H", "H", "H", "H", "H", "H", "H", "H", "C", "C", "O", "C", "H", "H", "H", "H", "H", "H"], "positions_angstrom": [[2.6704, 2.9033, 2.5630], [3.0706, 3.3687, 1.1422], [2.0338, 4.2696, 0.4511], [1.7342, 3.8335, -0.9987], [0.4555, 2.9855, -1.1780], [0.1183, 2.1217, 0.0387], [-0.7316, 0.9007, -0.2218], [-1.7492, 0.5372, 0.6331], [-2.0564, 1.3494, 1.8647], [-0.8955, 1.3760, 2.6699], [-1.1220, 2.2144, 3.7953], [-2.5555, -0.6395, 0.3954], [-3.6298, -1.0714, 1.3585], [-2.9790, -1.6751, 2.5944], [-3.9783, -1.9307, 3.5727], [-2.3471, -1.4134, -0.7052], [-1.3096, -1.1082, -1.6212], [-0.9674, -1.7667, -2.7176], [0.3072, -0.9724, -3.3295], [0.4473, 0.1922, -2.2634], [-0.5141, 0.0440, -1.3440], [2.2838, 1.8878, 2.5264], [1.8839, 3.5226, 2.9828], [3.5311, 2.8678, 3.2209], [4.0397, 3.8543, 1.2115], [3.2405, 2.4701, 0.5554], [2.4670, 5.2653, 0.3861], [1.1305, 4.3700, 1.0442], [2.5937, 3.3236, -1.4218], [1.6075, 4.7385, -1.5912], [-0.3560, 3.6928, -1.3401], [0.5677, 2.4108, -2.0855], [-0.4077, 2.7543, 0.7370], [1.0058, 1.7921, 0.5721], [-2.3252, 2.3704, 1.5534], [-2.8974, 0.9648, 2.4303], [-1.5816, 2.9960, 3.4527], [-4.2787, -0.2550, 1.6620], [-4.2265, -1.8566, 0.9084], [-2.2583, -0.9614, 3.0019], [-2.4099, -2.5662, 2.3293], [-3.5333, -2.3358, 4.3217], [-2.9536, -2.2927, -0.8636], [1.9382, -6.6444, -3.6777], [2.2277, -5.3684, -2.9221], [3.2685, -5.2068, -2.3301], [1.1545, -4.3059, -2.9419], [2.7847, -7.3206, -3.5843], [1.0488, -7.1269, -3.2698], [1.7718, -6.4243, -4.7333], [0.2341, -4.6931, -2.5034], [0.9585, -3.9914, -3.9681], [1.4883, -3.4500, -2.3630]]}


B | {"formula": "C18H28N2O4S", "method": "ωB97M-V/def2-TZVPD", "charge": 0, "homo_lumo_gap_ha": 0.298, "e_homo_ev": -7.69, "lumo_energy_ev": 0.42, "elements": ["C", "H", "O", "C", "C", "C", "C", "C", "C", "H", "H", "S", "O", "O", "N", "C", "H", "C", "N", "C", "C", "O", "C", "C", "H", "H", "H", "C", "H", "H", "H", "C", "H", "H", "H", "H", "H", "C", "H", "C", "H", "H", "C", "H", "H", "H", "H", "H", "H", "H", "H", "H", "H"], "positions_angstrom": [[-3.0502, 2.9832, -1.5882], [-2.1910, 3.5185, -1.0145], [-3.3002, 1.7821, -1.3482], [-2.1393, 0.8421, -1.5191], [-0.7468, 1.2411, -2.0742], [0.1197, 0.0905, -2.2237], [-0.1092, -1.3032, -1.7041], [-1.3008, -1.3910, -1.3374], [-2.2998, -0.4903, -1.2227], [-3.3004, -0.7442, -0.6462], [-1.6138, -2.5233, -1.1047], [1.2386, -2.2786, -2.0170], [2.1417, -1.9840, -2.9306], [0.5520, -3.6023, -1.6511], [2.2413, -1.8306, -0.6010], [1.7180, -2.4440, 0.7948], [1.2223, -3.2556, 0.7967], [0.8373, -1.3608, 1.5040], [1.4430, 0.0655, 1.7892], [0.6436, 0.6788, 2.6906], [-0.3955, 1.4963, 1.9824], [-0.7261, 1.2587, 0.7721], [-1.5408, 2.2047, 2.8738], [-1.2428, 3.5585, 2.6644], [-1.2297, 4.1291, 1.3797], [-0.1897, 4.0490, 2.9997], [-1.7304, 4.3420, 3.3583], [-1.3989, 2.0211, 4.3197], [-1.4764, 0.7737, 4.6869], [-2.0495, 2.5215, 5.0559], [-0.3524, 2.2776, 4.7006], [-2.7632, 1.9757, 2.4409], [-3.0108, 2.0290, 1.4074], [-3.0014, 0.8672, 2.8185], [-3.5210, 2.5333, 3.0108], [1.1869, 1.5892, 2.9910], [0.4524, 0.3191, 3.4744], [1.9920, 0.4511, 0.8144], [2.3176, 1.6480, 1.0214], [3.4003, -0.1480, 0.2202], [4.0879, 0.6722, 0.1199], [3.8069, -0.6951, 1.2135], [3.3923, -1.1913, -0.7352], [3.3552, -0.7284, -1.6336], [4.2787, -1.7498, -0.8460], [1.4560, 0.8058, -0.0235], [0.4501, -1.7172, 2.5104], [-0.0181, -1.0035, 0.9886], [2.5881, -2.3999, 1.2819], [1.0031, 0.2966, -2.8401], [-0.7682, 2.1843, -2.5552], [-2.8508, 3.2345, -2.7617], [-3.9703, 3.7205, -1.3099]]}


Unit: kJ/mol. Relative energies: A 0.0; B 1405.0.


A | {"formula": "C5H16N3", "method": "ωB97M-V/def2-TZVPD", "smiles": "NCCCNCC[NH3+]", "charge": 1, "homo_lumo_gap_ha": 0.338, "e_homo_ev": -12.51, "lumo_energy_ev": -3.30, "elements": ["N", "C", "C", "C", "N", "C", "C", "N", "H", "H", "H", "H", "H", "H", "H", "H", "H", "H", "H", "H", "H", "H", "H", "H"], "positions_angstrom": [[-1.4887, 2.0171, -1.3038], [-0.5163, 1.0320, -1.8009], [-1.0518, -0.4418, -1.7179], [-0.1201, -1.2807, -0.8757], [-0.2585, -1.0355, 0.5702], [0.8368, -1.5052, 1.3971], [1.4724, -0.2514, 2.1679], [1.1344, 1.0286, 1.4621], [-1.0150, 2.9005, -1.2244], [-2.2213, 2.1215, -1.9910], [0.3471, 1.1042, -1.1478], [-0.2089, 1.1640, -2.8364], [-0.9958, -0.7234, -2.7707], [-2.1051, -0.4504, -1.4652], [-0.5107, -2.3044, -1.0000], [0.8770, -1.3577, -1.2212], [-1.1434, -1.2144, 1.0135], [1.6099, -1.8078, 0.7079], [0.4781, -2.0541, 2.2616], [0.9352, -0.1553, 3.1091], [2.5131, -0.3289, 2.4591], [0.7985, 0.8854, 0.5116], [1.9535, 1.6370, 1.3950], [0.4466, 1.5776, 1.9697]]}


B | {"formula": "C5H16N3", "method": "ωB97M-V/def2-TZVPD", "charge": 1, "homo_lumo_gap_ha": 0.173, "e_homo_ev": -12.37, "lumo_energy_ev": -7.67, "elements": ["N", "C", "C", "N", "C", "C", "N", "C", "H", "H", "H", "H", "H", "H", "H", "H", "H", "H", "H", "H", "H", "H", "H", "H"], "positions_angstrom": [[-0.6621, 1.3825, -2.7364], [0.3747, 0.4327, -2.7825], [1.1366, 0.1735, -1.3694], [0.2025, -0.1081, -0.4045], [-0.2030, -1.4186, -0.3525], [0.6562, -2.1150, 0.7567], [-0.0469, 0.5841, 2.7260], [-1.3326, 1.2474, 2.9577], [0.0301, 0.3537, 1.7426], [-0.4113, 2.2592, -3.1760], [-1.1524, 1.5518, -1.8707], [-0.0255, -0.5595, -3.0094], [1.0633, 0.7027, -3.5767], [1.8605, -0.6642, -1.4645], [1.6659, 1.0873, -1.0861], [0.6304, -1.5886, 1.7073], [-1.2533, -1.4297, -0.0484], [-0.0569, -1.9719, -1.2897], [0.2409, -3.1113, 0.8799], [1.6785, -2.2623, 0.4056], [0.7277, 1.2080, 2.9212], [-1.6915, 1.1059, 3.9780], [-2.0993, 0.8157, 2.3163], [-1.3325, 2.3246, 2.7755]]}


C | {"formula": "C5H16N3", "method": "ωB97M-V/def2-TZVPD", "charge": 1, "homo_lumo_gap_ha": 0.335, "e_homo_ev": -12.12, "lumo_energy_ev": -3.02, "elements": ["C", "C", "C", "N", "H", "H", "H", "H", "H", "H", "H", "H", "C", "C", "N", "N", "H", "H", "H", "H", "H", "H", "H", "H"], "positions_angstrom": [[0.4927, -2.4557, -2.3015], [0.6377, -2.3521, -0.7960], [1.3142, -1.3692, -0.1526], [1.3792, -1.2695, 1.2822], [1.2343, -1.8151, -2.7615], [0.7139, -3.5114, -2.5375], [-0.4926, -2.1505, -2.6137], [0.3397, -3.1883, -0.1667], [1.6899, -0.5481, -0.8158], [1.3702, -2.1877, 1.7249], [2.2739, -0.7790, 1.6083], [-0.0902, -0.0817, 1.5351], [-1.4430, 1.1799, 0.6011], [-0.3767, 2.2151, 0.1814], [-0.9282, 3.1015, -0.8887], [-0.9232, 0.4564, 1.8649], [-2.3298, 1.7281, 0.8683], [-1.5801, 0.3696, -0.1247], [-0.0691, 2.7955, 1.0831], [0.5217, 1.6841, -0.2109], [-0.2226, 3.3081, -1.6059], [-1.2917, 3.9559, -0.5452], [-0.6441, 1.1351, 2.5537], [-1.5761, -0.2207, 2.2178]]}


D | {"formula": "C5H16N3", "method": "ωB97M-V/def2-TZVPD", "charge": 1, "homo_lumo_gap_ha": 0.195, "e_homo_ev": -13.15, "lumo_energy_ev": -7.85, "elements": ["N", "C", "C", "N", "C", "C", "N", "C", "H", "H", "H", "H", "H", "H", "H", "H", "H", "H", "H", "H", "H", "H", "H", "H"], "positions_angstrom": [[0.1445, 0.6993, -2.5253], [-0.3842, -0.5938, -2.3368], [-1.3236, -0.6978, -1.0647], [-0.7290, -0.4419, 0.2188], [0.0839, -1.5363, 0.6063], [0.7796, -1.3820, 1.9881], [0.7475, 1.5396, 0.3614], [0.2195, 2.3088, 1.4589], [0.0608, 0.5053, 0.3211], [-0.2510, 1.1686, -3.3289], [0.3062, 1.3065, -1.7319], [0.3806, -1.3485, -2.0932], [-1.0265, -0.8580, -3.1711], [-1.8693, -1.6500, -1.0707], [-2.2429, -0.0870, -1.1152], [1.4998, -0.5621, 2.0307], [0.9761, -1.7568, -0.0150], [-0.4100, -2.5052, 0.7594], [1.1084, -2.3486, 2.3655], [0.0641, -1.1287, 2.7832], [1.7627, 1.6380, 0.3842], [-0.8560, 2.2015, 1.6521], [0.7453, 2.1701, 2.4006], [0.2137, 3.3589, 1.1224]]}


Unit: kJ/mol. Relative energies: A 63.7; B 362.7; C 0.0; D 512.4.